{"formula": "C74H162N12O11", "method": "ωB97M-V/def2-TZVPD", "energy_ha": -4401.0778, "mol_weight_da": 1396.2, "multiplicity": 1, "total_charge": 0, "homo_lumo_gap_ev": 7.94, "smiles": "CC1(C)CCCC(C)(C)N1O.CC1(C)CCCC(C)(C)N1O.CC1(C)CCCC(C)(C)N1O.CC1(C)CCCC(C)(C)N1O.CC1(C)CCCC(C)(C)N1O.CC1(C)CCCC(C)(C)N1O.CC1(C)CCCC(C)(C)N1O.CC1(C)CCCC(C)(C)N1O.NC(N)=O.NC(N)=O.O", "symbols": ["O", "C", "C", "H", "C", "N", "H", "N", "H", "O", "C", "H", "C", "C", "H", "C", "H", "C", "C", "H", "H", "C", "C", "C", "H", "H", "H", "H", "H", "H", "H", "H", "C", "C", "H", "C", "C", "H", "C", "H", "H", "H", "H", "H", "H", "C", "H", "H", "H", "C", "C", "H", "H", "H", "H", "O", "N", "N", "H", "H", "C", "N", "H", "O", "C", "H", "H", "C", "C", "H", "H", "H", "H", "C", "H", "H", "H", "H", "N", "C", "H", "H", "H", "C", "H", "H", "H", "C", "C", "H", "H", "H", "O", "H", "H", "N", "H", "H", "C", "H", "H", "H", "H", "C", "H", "H", "O", "C", "C", "H", "H", "H", "H", "C", "C", "H", "O", "H", "O", "C", "H", "C", "H", "H", "H", "H", "H", "H", "H", "H", "H", "H", "H", "H", "H", "C", "H", "C", "N", "H", "H", "H", "O", "H", "C", "O", "H", "H", "C", "H", "H", "C", "C", "H", "C", "C", "H", "C", "H", "H", "H", "C", "C", "C", "C", "C", "H", "H", "H", "H", "H", "H", "H", "H", "C", "H", "H", "H", "H", "H", "C", "C", "C", "C", "H", "H", "C", "C", "H", "H", "C", "C", "H", "O", "N", "H", "N", "H", "H", "H", "H", "H", "H", "H", "H", "H", "C", "H", "H", "H", "C", "H", "H", "H", "C", "H", "H", "H", "H", "H", "H", "H", "C", "H", "H", "C", "H", "H", "C", "H", "N", "H", "H", "C", "H", "H", "H", "N", "H", "H", "C", "C", "H", "H", "H", "H", "H", "H", "H", "C", "H", "C", "H", "C", "H", "H", "C", "C", "H"], "positions_angstrom": [[6.63252, -0.08274, -5.52103], [5.43150, 3.43273, 2.51752], [4.18776, -2.88583, -5.24656], [-1.82357, -0.68597, -1.32543], [6.83129, 4.04057, 2.78493], [0.26297, -0.07054, 6.17325], [6.15533, 0.41923, -6.19061], [-3.95550, 1.39885, -4.29953], [2.77736, -3.04710, -3.52185], [-1.22428, -2.18579, 1.69749], [0.89650, -1.27079, 6.17192], [4.04133, -0.04891, 1.17842], [-5.61169, -1.83009, 4.36364], [1.23363, 5.87679, -1.11817], [6.04869, 1.45147, -3.33325], [-2.15764, 0.69654, 1.17189], [-1.14887, 3.84354, 8.17484], [-6.15732, 0.37509, -4.69715], [-3.38986, -0.24530, 7.96790], [-2.57264, 4.04608, 6.35615], [-1.49727, -0.43415, 3.62363], [-1.82514, -6.36652, -8.16135], [4.23968, -5.02312, -0.54212], [-4.00330, -3.66636, 3.96081], [0.33861, -5.05926, -4.25754], [-5.34932, 4.05838, -2.60587], [-0.53988, -2.73016, 2.10261], [-2.50017, 1.39622, 1.93388], [4.73388, -1.13386, -7.34490], [-3.15730, 2.56143, 11.12309], [1.28829, 3.74646, -1.58702], [-1.47308, -3.89131, -2.95744], [1.09873, 5.70384, -4.09492], [3.74663, -1.07865, -3.50603], [-4.57871, -5.74540, 2.31952], [-3.02630, 2.47228, -3.89184], [0.19479, -5.38341, -7.15941], [7.79993, 0.54082, 1.83609], [-0.14878, 5.50672, -3.22899], [1.85785, -4.72746, -5.84986], [4.03699, -3.10643, -1.01024], [5.95452, -5.45066, 0.39575], [-5.88034, 0.45333, -5.75237], [5.59244, -3.44563, -0.23431], [-3.74200, 3.12105, 5.45185], [-0.78479, 0.14658, 1.62467], [-3.48252, -6.06320, -5.56156], [-1.57863, -4.18181, -9.28788], [7.58407, 0.64883, 0.11221], [2.46761, 5.61583, -3.37626], [0.61971, 1.09873, -0.36179], [6.62253, -3.56726, -4.35202], [-7.60647, -5.42206, 4.42763], [4.37810, -3.10190, -3.09784], [7.15594, -3.59859, -6.09739], [-7.17788, -5.08620, 5.23420], [5.53293, -0.87254, -5.03500], [2.19954, -1.13980, 6.56802], [3.63077, 3.99496, -4.21746], [3.18771, 7.44031, -4.14374], [4.51602, 3.74857, 3.70548], [2.31938, 6.21731, -2.03066], [1.49435, -2.77138, 0.51302], [3.56113, 6.19259, -1.34379], [-3.32556, 0.75694, 6.84499], [1.01490, 6.57398, -4.74686], [-6.41152, 2.85287, -5.07102], [0.90721, -4.37289, -6.24229], [-5.95719, 2.74344, -4.07902], [-0.92888, 5.92230, -3.86849], [3.48419, -2.69392, -6.05450], [-1.59428, -2.12233, -4.44138], [-3.09195, 4.55278, -3.60411], [-0.10131, 6.08814, -1.81075], [-8.58674, -3.51204, 3.62737], [-6.27966, -6.04441, 2.86598], [-4.71619, 0.44362, -1.99223], [-0.65568, 0.80510, 10.95099], [-1.95688, -5.11884, -6.05271], [5.10858, -0.46579, -3.67263], [7.35918, 4.09899, 1.82854], [4.29169, -3.97285, -5.15948], [-0.37616, 7.14786, -1.83761], [1.32730, 6.67318, 0.20486], [6.16932, -2.07467, -2.74311], [-6.90868, -2.19601, 6.85279], [0.14694, -3.59871, -0.29443], [1.34694, 4.39289, -0.71548], [-5.52877, 1.08560, -2.33150], [-2.87710, -6.23974, -8.42958], [2.77355, -1.95478, 6.68030], [5.02787, -2.86388, -7.64582], [-3.37385, 0.07933, -4.19105], [0.36905, -6.35805, -6.68444], [-1.26434, -6.43084, -9.09124], [5.44942, 1.97354, 2.42371], [0.02559, 2.13938, 1.46042], [5.43794, -0.52202, 2.14889], [-4.45899, -2.30563, 3.51788], [2.57703, -2.44408, 3.91476], [0.76398, -5.52633, -8.08198], [-1.76865, -5.55658, -3.38847], [-7.33163, -2.88446, 2.52362], [-3.27670, 1.62846, 10.56690], [-1.24114, -0.23465, 8.55179], [5.83739, -0.74155, -1.60240], [5.94691, 1.33393, 3.56933], [-0.75898, 1.58563, 10.20109], [-3.69342, 3.83556, -4.17038], [-5.33402, 1.83407, 8.05374], [-3.25985, -4.01837, 3.23969], [-3.24506, 0.87187, 11.35796], [-3.47861, 2.67091, -1.71856], [-1.48081, -4.16195, -5.05785], [-7.50613, -2.34278, 5.95104], [-5.82088, -4.52887, 2.22000], [2.75366, -1.90993, 3.13054], [0.70121, 0.81909, 6.28557], [0.44444, -2.34838, 5.79335], [-5.13719, 3.97612, -3.67237], [3.61055, 6.18168, -5.21503], [3.50974, 6.38692, -4.14828], [-1.23595, 1.44302, -4.66696], [-3.41999, -3.54194, 4.87953], [5.59506, -0.75347, 0.49663], [-3.63031, -0.20544, -5.07542], [-2.05236, 2.56763, 5.57188], [3.74757, 3.83660, 1.31256], [1.41255, -0.51488, -1.56458], [5.10536, -6.88678, -0.04955], [5.84845, 1.61006, -0.87922], [-1.30277, -2.23008, -6.11117], [-0.84013, 1.16525, 3.55423], [4.22136, 1.75424, -0.21893], [-5.25195, -1.48119, 5.34337], [-7.77951, -2.78687, 3.51647], [0.02372, 1.52010, 9.43634], [0.32023, 1.12532, 1.16656], [-0.43313, -1.15001, 1.11849], [0.42768, 6.76829, 0.81460], [-5.63890, 1.96466, -1.69395], [-4.80696, -6.79310, 5.19378], [-3.36330, -5.23375, -6.03590], [-6.49404, 0.61072, -2.12647], [-1.89120, -2.70216, -5.32153], [3.11013, -5.26296, -0.95457], [4.27937, 4.81460, 3.77995], [-0.38828, 4.46220, -3.01853], [-2.88139, 3.02856, 6.11279], [-3.64287, 4.11862, -5.22133], [4.81214, 1.43291, -4.59788], [6.78082, -2.99518, -5.26668], [5.51872, -2.19375, -5.65940], [-3.50408, -1.30152, 7.72259], [-2.01877, -4.52827, -3.65307], [-1.47367, -3.90647, -8.23774], [-6.86426, 2.76353, -3.46246], [-2.22832, 0.01641, 8.94970], [-0.90066, 5.62783, -1.22563], [-8.25487, -3.03611, 6.34923], [-8.27073, -1.81625, 3.37198], [-1.30255, -5.16502, -7.34680], [-5.06906, -4.73364, 4.21341], [-5.35831, 1.36228, -3.85978], [-3.28311, 2.21166, 7.36619], [6.09110, -0.99329, -2.63176], [-0.67688, -0.14897, 5.82113], [-7.23238, 0.48045, -4.57134], [6.78067, 5.11642, 2.97620], [1.88936, -1.79906, 2.71317], [6.44322, 3.81992, -0.15020], [1.47120, 1.69459, -0.68445], [-2.10338, 1.23295, 0.22602], [-2.30174, 1.42180, -2.09813], [-4.68350, 2.68517, 7.80687], [1.27362, 0.96086, 1.67562], [2.00956, 6.16586, 0.89018], [0.24595, -0.29763, 3.45921], [0.50099, 4.08305, -0.09148], [-0.53547, 2.59976, 10.53677], [-2.65385, 2.41476, -2.38167], [7.36924, 1.16966, 1.04598], [0.79735, -2.72601, -0.33202], [-1.09362, -1.50128, -1.32208], [7.05807, -0.56340, -2.90359], [7.65772, -2.37251, -5.06928], [-2.12801, 1.41187, 9.55442], [5.26271, 2.05071, -0.07024], [-1.85246, 3.13707, -2.21095], [7.41475, 3.54225, 3.55610], [4.82096, 4.05422, 1.27940], [3.72825, -2.59499, -3.81603], [1.94573, -0.51477, 0.11834], [-1.95316, 3.69003, 8.68140], [5.13864, -5.88934, 0.02258], [3.51856, 3.31424, 3.59983], [4.69536, -3.72667, -0.57209], [-0.53737, -3.34652, -8.20622], [3.75045, 7.12423, -1.19464], [1.00566, -3.38953, -6.70225], [-2.29153, -3.25664, -7.93616], [2.13885, 3.43472, -3.32870], [-1.82208, -7.28757, -7.57517], [-0.28011, 1.30637, -0.94160], [-5.35142, 3.09561, 7.04333], [-4.49969, -5.40713, 6.18128], [-5.44293, -5.34312, 2.84653], [-4.66565, 3.33128, 8.68136], [4.35096, 1.41344, -2.84948], [-4.92029, -2.22109, 2.52273], [5.84040, 1.28467, 1.17924], [-4.27035, 1.60029, 10.12970], [2.90711, -0.62458, -4.04772], [-3.08536, -4.32680, -3.57378], [5.39022, 3.56017, -0.01910], [-2.18608, 2.26385, -5.81582], [4.52562, 6.48601, -3.76231], [-4.26666, 0.69174, 6.28330], [-1.70878, -2.39890, -1.26156], [-5.63861, 4.81157, -4.16151], [-6.03314, -0.89631, 3.97376], [-8.13141, -1.47914, 5.71039], [1.08527, -0.35434, -0.53258], [1.46928, -2.76322, -1.18908], [1.72238, 7.67340, 0.01457], [-0.00242, -1.40577, -0.24126], [2.51769, -0.29730, 7.00716], [-2.57766, 0.57843, 6.07374], [-0.69881, 0.15658, 3.16409], [-2.95806, -2.53124, -5.45612], [-6.23721, -4.13499, 4.83760], [-2.40723, -0.78456, 9.67612], [-0.61794, -1.49286, -2.30566], [-4.41800, -5.77523, 5.15496], [-2.77989, -0.19748, 1.10127], [7.94692, 2.07963, 1.20067], [4.77937, 3.96873, -0.82661], [-2.27739, 2.34857, 8.41402], [4.88187, 5.14030, 1.39100], [4.95726, 3.37511, 4.62789], [0.04741, -4.26451, -4.94589], [5.12494, -0.06420, 1.20509], [-4.29460, -0.08675, 8.56686], [-1.19134, 3.25662, -4.74403], [3.35137, -0.84536, -2.50602], [3.51744, 3.93507, -2.44587], [0.32232, -3.32866, -4.44619], [2.23291, 4.16252, -0.12423], [-3.69434, -1.52910, 3.48652], [5.42344, -1.96334, -7.17725], [-5.88508, -0.65994, -4.46947], [-6.78127, -2.77623, 4.68746], [6.88339, 1.60151, 3.61038], [5.06260, 1.07296, -3.60056], [6.38775, -1.67719, -7.59602], [1.07535, 4.86382, -4.79768], [2.97012, 4.14114, -3.36793], [-1.80970, 2.36169, -4.79333], [-3.34174, -5.86765, 4.99191]], "forces_ev_per_angstrom": [[-0.5027, -0.5565, 0.2434], [0.2945, 0.0471, 1.4129], [0.3467, -0.7925, 0.8255], [0.2398, 0.2034, 0.1251], [-0.1952, 0.7205, -1.2386], [-1.5228, -0.9298, -0.1500], [0.4781, 0.2646, -0.0778], [-0.5483, 0.1638, -0.7115], [-0.3201, 0.1585, -0.6458], [-0.0314, 0.1642, -0.5546], [1.4799, -0.2992, -0.2790], [0.0255, 0.2297, -0.2218], [-0.3153, 1.4130, 2.0696], [-0.0665, -1.5999, 0.9438], [-0.0250, 0.1318, -0.0906], [0.5348, -0.6314, 0.3430], [0.0091, -0.0063, 0.0649], [0.8322, -0.9523, -0.2812], [0.4376, 0.7771, 1.0117], [-0.1530, 0.0146, 0.1144], [-0.0152, -0.1709, -0.1853], [-0.7857, 0.2118, 0.4791], [-0.7423, 0.5029, -0.0376], [1.1791, 0.3478, 0.1016], [-0.2046, -0.2204, -0.1342], [0.9697, 0.3833, 0.1774], [-0.2733, -0.1663, 0.1846], [-0.3488, -0.0824, -0.0541], [-0.1443, -0.1355, -0.0837], [-0.0316, 0.2288, -0.3556], [0.1558, -0.0305, 0.0602], [-0.1861, 0.0377, 0.1700], [0.3951, -0.9729, -0.0804], [-1.8025, -0.6861, 0.7756], [-0.0620, -0.3545, 0.1634], [-0.7188, -0.4873, 0.7403], [1.5306, -0.8240, 1.1361], [-0.3593, -0.3226, -0.0381], [0.2028, 0.0076, 0.4040], [0.3091, 0.0186, -0.6723], [0.3056, 0.3996, 0.2649], [0.3760, -0.3727, 0.1049], [-0.2529, 0.4729, -0.0481], [0.0509, 0.3172, -0.0843], [0.0577, -0.1887, -0.1001], [0.5345, 1.5223, -0.0282], [-0.1766, 0.0215, -0.0870], [-0.2583, -0.0504, 0.0340], [0.3491, 0.3261, -0.1065], [0.0143, -1.0942, 0.3689], [0.1181, -1.7765, 1.3332], [-0.0549, -0.3296, -0.2113], [0.0195, 0.0897, 0.1132], [0.4391, -0.0039, -0.3263], [-0.4700, -0.5344, 0.1788], [-0.2298, -0.1716, -0.2538], [-0.6255, 1.4038, -0.3281], [0.4665, -0.1802, 0.2539], [-0.1577, -0.3651, -0.0822], [-0.1009, -0.0257, -0.0157], [-0.4501, 0.3479, 0.1691], [0.0251, 1.6646, -0.5728], [-0.1489, -0.1231, 0.1385], [0.0165, -0.3858, 0.0522], [-1.5822, -0.0748, -0.1589], [0.0786, 0.3832, 0.4682], [0.6973, -0.0869, -0.3271], [-1.8133, -0.1878, 0.8640], [-1.4366, 0.5456, -0.3750], [-0.5141, -0.0953, 0.5609], [-0.4913, 0.2232, 0.4440], [-0.2332, -0.0396, 0.1192], [0.1799, 0.1592, -0.2924], [-0.5391, 1.1224, -0.7216], [0.1423, -0.1363, 0.0840], [0.3194, -0.3777, 0.2463], [-0.1484, -0.0347, 0.2509], [0.3405, 0.2400, 0.2134], [1.2356, -0.7590, 1.1066], [0.3843, -0.2057, -0.6902], [0.3985, -0.6517, 0.1531], [0.4399, -0.0651, -0.9147], [0.3846, 0.1404, 0.0476], [0.7103, 0.2211, -0.0695], [0.0852, 0.0053, 0.2815], [0.5454, 0.4276, -0.4393], [0.1261, -0.0981, -0.1571], [-0.7938, -0.4233, 0.1400], [-0.3535, -0.6405, -0.1267], [0.0535, 0.2894, -0.0361], [-0.1615, -0.0950, -0.0153], [0.1999, 0.0071, -0.2115], [-0.3619, 0.9059, -0.0419], [-0.4286, -0.0474, 0.1719], [0.1435, -0.2979, 0.0998], [-1.2055, -0.0765, -1.1132], [-0.2164, -0.0546, 0.1203], [-0.4636, -0.0538, 0.1445], [-1.9084, 0.5755, -0.8014], [-0.1029, 0.0954, -0.0496], [-0.5254, 0.4738, -0.4246], [-0.2181, -0.0958, -0.1375], [0.3883, -0.5861, 0.2325], [0.5312, -0.0941, 0.9504], [-0.1673, 0.0655, -0.5311], [-0.0835, 0.1140, -0.0489], [0.5739, 0.5178, -0.1692], [0.2368, 0.4484, -0.8435], [-0.1475, 0.3950, 1.1309], [0.4452, -0.1942, 0.5536], [-0.1747, -0.3607, 0.0008], [0.0313, -0.1951, -0.1617], [-0.0867, 0.0583, -0.1517], [-0.3900, -0.0981, 0.1549], [-1.0429, -0.0603, 0.6322], [0.1724, 0.0533, -0.0647], [-0.0913, -0.0627, -0.0395], [0.1145, 0.0661, -0.0259], [-0.2930, 0.8528, 0.2154], [-0.6891, -1.2635, -0.7587], [-0.3174, -0.6775, 0.0898], [0.1047, 2.6353, -0.4138], [0.1524, 0.1800, 0.5218], [-0.1700, 0.1178, 0.1382], [-0.4974, 0.1615, -0.4771], [0.4812, -0.6072, 0.1036], [-0.0071, -0.0814, 0.0284], [0.0265, -0.1338, -0.1065], [0.0216, -0.0850, 0.0273], [-0.3363, 0.0112, -0.0526], [-0.2576, 0.2404, -0.3265], [-0.2655, -0.2110, -0.3210], [0.4006, 0.1183, -0.1215], [-0.0682, 0.0645, 0.1208], [0.2749, -0.3145, 0.0415], [-0.5330, 1.0183, -0.7206], [-0.1264, -0.7782, -0.0971], [0.2444, 1.4207, -0.8484], [0.8609, -0.8470, 0.7755], [-0.4534, -0.1027, -0.6578], [0.6978, 0.2778, -0.2708], [-0.4150, 0.1521, -0.4748], [0.0792, 0.3156, -0.5396], [0.1514, -0.4649, -0.3074], [0.7729, 0.5754, 0.4272], [0.8497, -0.6160, 0.0816], [0.5815, 0.1246, 0.0975], [0.2650, -0.2151, -0.7839], [0.2640, 0.4556, 0.3818], [-0.0144, -0.2479, -0.1024], [-0.2687, 0.3103, 0.1962], [0.3983, 0.0633, -0.2657], [0.1310, 0.0715, 0.7443], [0.5744, 0.0458, -0.5084], [0.3829, 0.1942, -0.5050], [0.4534, 0.1484, -0.0905], [-0.0066, -0.0762, 0.0514], [0.0718, -1.7350, -0.1359], [0.1354, -0.1038, 0.1317], [0.1310, -0.5106, -0.7103], [-0.1066, 0.0473, 0.5530], [-0.5192, -0.0386, -1.5061], [0.0140, -0.4244, -0.7886], [0.1581, 1.0779, 1.2660], [-0.0795, 0.3992, -0.8943], [0.3211, -0.1938, -0.3821], [0.0279, 0.5371, 0.0613], [0.0154, 0.1625, 0.0436], [-0.3594, -0.1332, 0.7110], [0.0330, 0.0373, -0.0010], [-0.0866, 0.3129, -0.0752], [-0.2899, 0.5696, 0.2786], [-0.0918, -0.2063, -0.1101], [0.0547, -0.0260, -0.1422], [-1.2376, -0.8622, 0.2687], [-0.0912, -0.3284, 0.1758], [0.2988, 0.1138, -0.2063], [0.0788, 0.2879, 0.1829], [-0.0464, 0.2192, 0.0747], [-0.6944, -0.1247, 0.7568], [0.2332, 0.0177, -0.4858], [0.0467, -1.0435, 0.6067], [0.0229, -0.0197, 1.1278], [-0.3483, 0.6918, -0.1521], [0.1091, -0.0691, 0.2957], [-0.3673, 0.4969, 0.0521], [-1.5758, 0.8870, -0.3407], [0.7090, -0.6913, 0.7798], [0.0812, -0.0848, 0.1409], [0.0340, 0.0518, -0.0131], [-0.4515, 0.1472, 0.2928], [0.1263, 1.1907, 0.7237], [-0.0134, -0.1479, 0.0676], [-0.3981, 0.0899, 0.5787], [-0.1229, 0.3389, -0.0547], [0.2246, -0.4861, -0.2043], [-0.4135, -0.4898, -0.1557], [-0.2047, 0.3879, 0.0874], [0.0624, -0.0183, -0.0453], [0.1879, -0.0116, -0.0577], [-0.0916, -0.1212, -0.0689], [0.0870, -0.1101, -0.5191], [0.5032, -0.0678, -0.0959], [0.1693, 0.1320, -0.1858], [0.7399, 0.6030, -0.2985], [-0.0949, 0.1323, -0.0528], [-0.3740, 0.7000, -0.3705], [0.1105, 0.2050, -0.1696], [-0.1242, -0.0229, -0.0902], [0.6236, -0.8667, -0.3784], [-0.8019, 1.1947, -0.2332], [0.0908, -0.0170, -0.1610], [0.6490, 0.3271, -0.8491], [-0.0182, -0.1106, 0.0971], [-0.1151, -0.5010, -0.3451], [-0.0160, 0.2893, -0.0416], [-0.1142, -0.8130, 0.4163], [0.0204, 0.0507, -0.1092], [0.2634, -0.1774, 0.2816], [0.2441, 0.2650, 0.1666], [-0.1002, -0.1674, -0.3047], [0.4506, 0.3952, 0.1989], [-0.8754, 0.5401, -1.3242], [-0.4587, -0.0075, -0.3828], [-0.1363, 0.0761, 0.0578], [0.7649, -0.4955, -0.6213], [0.0628, 0.0253, 0.0321], [0.4269, -0.1019, 0.4120], [-0.5719, -0.6979, -0.3236], [-0.0420, -0.2982, -0.2173], [0.7446, 0.3507, 1.5000], [0.3337, 0.5413, 0.7290], [0.0121, -0.0797, -0.0314], [0.1345, 0.1098, 0.7711], [-0.5526, 0.4015, -0.0483], [-0.3667, 0.3575, -0.7001], [0.4494, 0.2611, -0.0981], [1.3932, -0.9626, -1.1011], [0.1533, 0.0084, -0.1176], [-0.0829, 0.1738, 0.0899], [0.5026, 0.9264, -0.2065], [1.9717, -0.9240, 0.9800], [-0.1368, 0.3204, -0.2005], [0.1598, -0.1057, 0.1523], [0.6088, -0.4640, 0.3763], [0.2868, 0.1627, -0.1923], [0.2191, -0.1155, 0.1752], [0.2134, 0.1340, -0.3096], [0.3041, -0.2909, 0.2826], [0.2973, 0.0945, 0.3532], [-0.1687, 0.0309, 0.3928], [0.2254, -1.2944, -1.3560], [-0.1095, -0.2902, 0.2119], [0.2165, -0.6311, -0.3117], [0.0133, -0.2064, -0.1100], [0.1659, 0.0876, -0.1566], [-0.4130, 0.1433, 0.9287], [-0.1190, -0.3702, -0.6514], [-0.0469, 0.0683, -0.4125]]}